A.
ORCA calculation (ωB97M-V/def2-TZVPD) on an isolated ion of composition C3H10NS2 and charge +1.

Properties
Highest occupied orbital energy ... -13.109 eV
SMILES ... CC[C@H]([NH3+])SS
2S+1 ... 1
Charge ... +1

Cartesian coordinates (Å):
C (-0.83519, 0.80214, -1.13094)
C (-0.18734, 0.49124, 0.18817)
C (0.43211, -0.91883, 0.05363)
N (0.41071, -1.74369, 1.36335)
S (2.22043, -0.69373, -0.79878)
S (3.42101, 0.69474, 0.08310)
H (-1.39262, 1.77486, -1.34997)
H (-1.54581, 0.01145, -1.29706)
H (-0.15719, 0.77285, -1.89921)
H (-1.07077, 0.65900, 0.87074)
H (0.59289, 1.22403, 0.54473)
H (-0.19211, -1.49994, -0.64994)
H (0.91280, -2.66800, 1.32930)
H (0.93973, -1.17103, 2.10085)
H (-0.60523, -1.91396, 1.58902)
H (3.50637, 1.58063, -0.94028)

Table of Löwdin atomic charges, one value per atom, all in e:
1. C -0.123
2. C -0.307
3. C -0.512
4. N 0.157
5. S 0.438
6. S 0.352
7. H 0.128
8. H 0.077
9. H 0.034
10. H 0.133
11. H 0.094
12. H 0.117
13. H 0.179
14. H 0.197
15. H 0.188
16. H -0.152

B.
ORCA calculation (ωB97M-V/def2-TZVPD) on an isolated ion of composition C3H10NS2 and charge +1.

Properties
Highest occupied orbital energy ... -12.944 eV
SMILES ... CSSCC[NH3+]
2S+1 ... 1
Charge ... +1

Cartesian coordinates (Å):
C (1.84713, -0.47147, -2.02221)
S (0.03891, -0.46274, -1.95773)
S (-0.45931, 1.31309, -1.03508)
C (0.16939, 1.04702, 0.62654)
C (-0.81347, 0.30360, 1.56223)
N (-1.60324, -0.75243, 0.80745)
H (2.29125, -0.00296, -1.14835)
H (2.16338, -0.05828, -2.96803)
H (2.14308, -1.51690, -1.93987)
H (0.25515, 2.03660, 1.07345)
H (1.14250, 0.57190, 0.68118)
H (-0.29974, -0.12842, 2.41291)
H (-1.51147, 1.03498, 1.96089)
H (-1.58271, -1.62336, 1.33589)
H (-1.20631, -0.84195, -0.14678)
H (-2.57454, -0.44871, 0.75750)

Table of Löwdin atomic charges, one value per atom, all in e:
1. C -0.405
2. S 0.510
3. S 0.575
4. C -0.527
5. C -0.181
6. N 0.150
7. H 0.031
8. H 0.041
9. H 0.044
10. H 0.086
11. H 0.073
12. H 0.129
13. H 0.126
14. H 0.170
15. H 0.010
16. H 0.168

Preferred: B; penalty for the next structure: 118.0 kJ/mol.

A.
ORCA calculation (ωB97M-V/def2-TZVPD) on a 4-piece molecular cluster, C2H13NO4 overall.

Properties
Highest occupied orbital energy ... -8.745 eV
SMILES ... CNCO.O.O.O
2S+1 ... 1
Charge ... 0

Cartesian coordinates (Å):
C (1.41356, -1.46770, -3.00469)
N (1.48667, -1.91859, -1.61271)
C (0.78985, -1.32950, -0.49017)
O (1.29211, -0.01443, -0.22411)
H (0.76339, -2.13624, -3.58314)
H (2.43634, -1.53745, -3.43793)
H (1.04254, -0.41199, -3.09833)
H (1.32783, -2.92005, -1.52908)
H (-0.28695, -1.24455, -0.61092)
H (1.02750, -1.93264, 0.39080)
H (2.27430, -0.04789, -0.26578)
O (1.81505, 3.38331, 0.66348)
H (1.36899, 3.04201, 1.45371)
H (1.67230, 4.33636, 0.66977)
O (-1.14613, -0.62822, 1.83478)
H (-1.99779, -1.02868, 1.61837)
H (-1.23453, 0.16839, 1.28020)
O (-5.03744, 1.77776, 3.15406)
H (-4.15350, 1.75152, 2.76300)
H (-4.85408, 2.15858, 4.02870)

Table of Löwdin atomic charges, one value per atom, all in e:
1. C -0.123
2. N -0.131
3. C -0.322
4. O -0.088
5. H 0.065
6. H 0.074
7. H 0.093
8. H 0.101
9. H 0.102
10. H 0.115
11. H 0.102
12. O -0.067
13. H 0.036
14. H 0.030
15. O -0.065
16. H 0.039
17. H 0.042
18. O -0.069
19. H 0.027
20. H 0.040

B.
ORCA calculation (ωB97M-V/def2-TZVPD) on C2H13NO4 as an isolated structure.

Properties
Highest occupied orbital energy ... -9.794 eV
2S+1 ... 1
Charge ... 0

Cartesian coordinates (Å):
C (1.68465, -1.46303, -0.75342)
O (0.40959, 1.27272, -1.94867)
C (0.35749, -1.35917, -0.02928)
N (-0.70545, -0.73836, -0.70180)
H (2.04705, -0.55495, -1.20523)
H (1.65006, -2.18866, -1.57328)
H (2.42875, -1.83903, -0.05197)
H (0.04610, -2.34624, 0.30221)
H (0.49624, -0.80224, 0.95882)
H (-1.48781, -0.58789, -0.03414)
H (-0.55677, 0.10172, -1.33511)
H (-2.20109, 2.03394, 0.96331)
H (0.24081, 2.17287, 0.72549)
O (-1.46997, 1.45888, 1.11887)
H (0.42122, 1.79087, -2.73998)
H (1.07845, 1.91768, -0.48059)
O (1.19128, 2.11169, 0.48136)
H (-1.78363, -0.83282, 2.79198)
H (-1.75366, 0.52467, 1.60471)
O (-2.09333, -0.67264, 1.90672)

Table of Löwdin atomic charges, one value per atom, all in e:
1. C -0.067
2. O -0.205
3. C -0.247
4. N 0.252
5. H 0.064
6. H 0.086
7. H 0.084
8. H 0.149
9. H 0.189
10. H 0.090
11. H 0.083
12. H 0.034
13. H -0.005
14. O -0.080
15. H -0.016
16. H -0.023
17. O -0.096
18. H -0.010
19. H -0.072
20. O -0.210

C.
ORCA calculation (ωB97M-V/def2-TZVPD) on a 4-piece molecular cluster, C2H13NO4 overall.

Properties
Highest occupied orbital energy ... -8.795 eV
SMILES ... CNCO.O.O.O
2S+1 ... 1
Charge ... 0

Cartesian coordinates (Å):
C (1.26775, 0.57290, -1.42231)
N (1.41583, 1.16808, -0.09504)
C (1.93255, 0.36390, 0.96600)
O (2.16831, -1.00042, 0.50574)
H (0.79219, -0.39562, -1.31698)
H (2.22375, 0.53161, -1.94753)
H (0.63760, 1.21060, -2.04573)
H (1.41697, 2.17871, -0.03046)
H (2.89983, 0.61965, 1.41184)
H (1.22792, 0.20582, 1.78073)
H (3.13621, -1.08409, 0.46636)
O (-2.07847, 0.08165, -2.08073)
H (-1.42974, -0.61404, -2.20061)
H (-1.63336, 0.76587, -1.57041)
O (-1.44301, 1.65242, 0.57624)
H (-0.52534, 1.52420, 0.87023)
H (-1.88952, 1.52512, 1.42408)
O (-2.43817, -2.60472, 1.66462)
H (-3.26533, -2.89813, 2.04959)
H (-2.33103, -2.94069, 0.77055)

Table of Löwdin atomic charges, one value per atom, all in e:
1. C -0.111
2. N -0.124
3. C -0.275
4. O -0.082
5. H 0.070
6. H 0.075
7. H 0.080
8. H 0.120
9. H 0.115
10. H 0.107
11. H 0.089
12. O -0.062
13. H 0.017
14. H -0.008
15. O -0.060
16. H 0.004
17. H 0.047
18. O -0.059
19. H 0.028
20. H 0.032

D.
ORCA calculation (ωB97M-V/def2-TZVPD) on a 5-piece molecular cluster, C2H13NO4 overall.

Properties
Highest occupied orbital energy ... -9.354 eV
2S+1 ... 1
Charge ... 0

Cartesian coordinates (Å):
C (-1.44917, 1.74803, -0.12825)
O (-1.00775, -0.95950, 1.60164)
C (-0.32104, 0.75247, -0.54076)
N (-0.81685, -0.46548, -0.93210)
H (-2.02904, 1.94716, -1.03666)
H (-0.94653, 2.61318, 0.29179)
H (-2.16557, 1.34737, 0.58358)
H (0.28552, 1.21322, -1.29461)
H (0.33083, 0.57146, 0.43849)
H (-1.00147, -1.05812, -0.07243)
H (-0.11142, -0.96798, -1.57243)
H (2.87714, 0.29395, -0.40588)
H (0.42312, 1.35593, 2.65092)
O (2.10808, -0.27023, -0.21769)
H (-1.68698, -1.16583, 2.28586)
H (-0.59525, -0.00415, 1.84147)
O (0.03354, 1.18870, 1.78240)
H (0.95541, -2.72623, -1.85947)
H (1.79212, -0.71290, -1.05105)
O (1.08906, -1.78393, -2.00065)

Table of Löwdin atomic charges, one value per atom, all in e:
1. C -0.030
2. O -0.155
3. C -0.258
4. N 0.232
5. H 0.092
6. H 0.082
7. H 0.083
8. H 0.131
9. H 0.154
10. H 0.113
11. H 0.040
12. H 0.063
13. H 0.054
14. O -0.086
15. H 0.066
16. H -0.039
17. O -0.219
18. H -0.011
19. H -0.026
20. O -0.286

Preferred: A; penalty for the next structure: 15.8 kJ/mol.

A.
ORCA calculation (ωB97M-V/def2-TZVPD) on a 5-piece molecular cluster, C2H13NO4 overall.

Properties
Highest occupied orbital energy ... -9.320 eV
2S+1 ... 1
Charge ... 0

Cartesian coordinates (Å):
C (1.29379, -0.28117, -1.61897)
O (0.96940, 1.40174, 1.16680)
C (-0.06526, -0.30938, -0.89918)
N (-0.65328, 0.90898, -0.85470)
H (1.13046, -0.16294, -2.69095)
H (1.71671, -1.26010, -1.41427)
H (1.99592, 0.45954, -1.24817)
H (-0.68201, -1.12291, -1.26698)
H (0.19370, -0.57218, 0.23616)
H (-0.07330, 1.53279, -0.24640)
H (-1.72088, 0.96012, -0.67223)
H (-1.75284, -1.67654, 1.69526)
H (2.77238, -1.10796, 1.45294)
O (-1.20696, -0.99178, 1.30042)
H (1.13340, 1.85667, 1.99123)
H (1.47407, 0.45999, 1.18731)
O (2.00721, -0.76617, 0.97817)
H (-3.75956, 0.73903, 0.19357)
H (-1.86519, -0.43628, 0.75336)
O (-2.90776, 0.36857, -0.04337)

Table of Löwdin atomic charges, one value per atom, all in e:
1. C -0.035
2. O -0.133
3. C -0.266
4. N 0.262
5. H 0.090
6. H 0.083
7. H 0.085
8. H 0.145
9. H 0.179
10. H 0.113
11. H 0.054
12. H 0.062
13. H -0.001
14. O -0.078
15. H 0.042
16. H -0.045
17. O -0.240
18. H -0.010
19. H -0.015
20. O -0.293

B.
ORCA calculation (ωB97M-V/def2-TZVPD) on a 5-piece molecular cluster, C2H13NO4 overall.

Properties
Highest occupied orbital energy ... -9.632 eV
SMILES ... C=NC.O.O.O.O
2S+1 ... 1
Charge ... 0

Cartesian coordinates (Å):
C (-2.53279, -0.01186, 0.87109)
N (-1.39884, 0.48984, 1.27275)
C (-0.64866, 1.30780, 0.24528)
H (-3.28142, -0.27662, 1.67298)
H (-2.85581, -0.22888, -0.13365)
H (-1.28658, 1.98514, -0.08100)
H (-0.23291, 0.76353, -0.60335)
H (0.07312, 1.88097, 0.84778)
O (2.01280, -1.29844, -1.38124)
H (1.24917, -1.30602, -1.94853)
H (1.84111, -0.66038, -0.67677)
O (0.51352, -2.17152, 0.66585)
H (1.07496, -2.87663, 0.90869)
H (-0.43742, -2.49414, 0.67649)
O (-0.08912, 0.59144, -2.60862)
H (-0.34603, 0.04275, -3.31010)
H (0.84077, 0.46028, -2.55403)
O (2.04036, 1.33936, 2.37959)
H (1.30501, 0.71007, 2.26714)
H (2.15877, 1.75332, 1.48964)

Table of Löwdin atomic charges, one value per atom, all in e:
1. C -0.082
2. N -0.056
3. C -0.106
4. H 0.073
5. H 0.060
6. H 0.020
7. H 0.044
8. H 0.060
9. O -0.057
10. H 0.005
11. H 0.024
12. O -0.068
13. H 0.014
14. H 0.075
15. O -0.021
16. H 0.026
17. H 0.014
18. O -0.087
19. H 0.020
20. H 0.042

Preferred: B; penalty for the next structure: 462.9 kJ/mol.